1:
Here is an isolated molecule of C3H3O3P from the OMol25 dataset. Energies are from the ωB97M-V functional and the def2-TZVPD basis.

For the HOMO-LUMO gap (alpha / beta), the calculation gives 6.745 / 6.742 eV. The calculation puts the HOMO energy (alpha / beta) at -7.7660 / -7.7643 eV. Its total charge is 0.

Each line ends with the Löwdin charge.
Element x y z (Å)
C (-1.547, -0.591, -0.299)  0.00
C (-0.127, -0.685, -0.176)  -0.17
C (-2.048, 0.595, -0.163)  -0.10
O (-2.600, 1.630, -0.083)  0.24
O (0.527, 0.212, 0.362)  -0.24
O (3.085, -0.101, -0.454)  -0.54
P (2.159, 0.911, 0.058)  0.66
H (-2.131, -1.428, -0.225)  0.11
H (0.326, -1.481, -0.558)  0.10
H (2.355, 0.938, 1.538)  -0.06

2:
Here is a cluster of 2 separate species, C3H3O3P in total from the OMol25 dataset. Energies are from the ωB97M-V functional and the def2-TZVPD basis.

For the HOMO-LUMO gap, the calculation gives 10.086 eV. The calculation puts the HOMO energy at -9.6071 eV. Its total charge is 0. Its structure (SMILES) is C#CPO.O=C=O.

Each line ends with the Löwdin charge.
Element x y z (Å)
C (-0.624, 0.526, -1.609)  0.05
C (0.390, 0.146, -1.068)  -0.34
P (1.633, -0.480, 0.095)  0.78
O (1.396, 0.630, 1.207)  -0.37
H (-1.221, 1.268, -1.994)  0.01
H (2.574, -0.002, -0.706)  -0.10
H (0.887, 1.325, 0.738)  0.06
O (-1.757, -2.180, 0.660)  0.22
C (-1.636, -1.143, 1.111)  -0.49
O (-1.642, -0.090, 1.567)  0.19

Name the least stable of them. 1.

1:
Here is an isolated molecule of C20H23N3O2 from the OMol25 dataset. Energies are from the ωB97M-V functional and the def2-TZVPD basis.

For the HOMO-LUMO gap, the calculation gives 8.098 eV. The calculation puts the HOMO energy at -7.6382 eV. Its total charge is 0. Its structure (SMILES) is CCOC(=O)c1cnc2c(ccc3ccccc32)c1NCCN(C)C.

Each line ends with the Löwdin charge.
Element x y z (Å)
C (4.555, -1.910, 1.417)  -0.02
C (4.276, -0.373, 1.365)  -0.25
O (3.198, -0.083, 0.752)  0.09
C (3.051, 0.033, -0.354)  -0.68
O (4.009, -0.168, -1.019)  0.11
C (1.646, 0.512, -0.878)  0.02
C (1.759, 1.682, -1.737)  -0.17
N (0.832, 2.376, -2.036)  0.14
C (-0.592, 2.145, -1.532)  -0.19
C (-0.521, 1.306, -0.627)  -0.06
C (-1.986, 1.115, 0.068)  0.04
C (-2.965, 2.112, -0.097)  0.00
C (-2.790, 2.902, -1.478)  -0.06
C (-3.981, 3.813, -1.635)  0.05
C (-3.493, 4.815, -2.675)  -0.01
C (-2.190, 4.951, -3.322)  -0.08
C (-1.338, 4.096, -2.890)  -0.09
C (-1.462, 3.015, -2.033)  -0.15
C (0.406, 0.228, -0.274)  -0.28
N (0.178, -0.693, 0.526)  0.06
C (0.904, -2.115, 0.661)  -0.13
C (-0.023, -3.200, 0.552)  -0.16
N (-1.085, -2.864, 1.687)  -0.30
C (-0.664, -2.917, 2.932)  -0.20
C (-2.274, -3.802, 1.177)  0.02
H (4.493, -2.190, 0.237)  0.14
H (3.882, -2.392, 1.920)  -0.01
H (5.619, -2.042, 1.687)  0.09
H (4.215, -0.071, 2.407)  0.13
H (5.116, 0.067, 0.791)  0.15
H (2.596, 1.710, -2.261)  0.08
H (-2.193, 0.319, 0.976)  0.12
H (-3.904, 2.085, 0.216)  0.03
H (-4.735, 3.754, -0.960)  0.05
H (-4.272, 5.441, -2.913)  0.04
H (-2.000, 5.719, -4.027)  0.10
H (-0.308, 4.008, -3.353)  0.14
H (-0.917, -0.997, 1.007)  0.21
H (1.760, -1.994, -0.332)  0.21
H (1.440, -1.937, 1.647)  0.11
H (0.358, -4.262, 0.759)  0.15
H (-0.505, -3.192, -0.385)  0.10
H (0.084, -2.305, 3.264)  0.05
H (-0.595, -4.069, 3.126)  0.11
H (-1.662, -2.790, 3.705)  0.15
H (-3.134, -3.504, 2.107)  0.16
H (-2.183, -4.822, 1.434)  0.06
H (-2.604, -3.508, 0.397)  -0.05

2:
Here is a cluster of 2 separate species, C20H23N3O2 in total from the OMol25 dataset. Energies are from the ωB97M-V functional and the def2-TZVPD basis.

For the HOMO-LUMO gap, the calculation gives 7.652 eV. The calculation puts the HOMO energy at -7.1070 eV. Its total charge is 0. Its structure (SMILES) is CNC(=O)[C@H](C)NC(C)=O.Nc1cc2ccccc2c2ccccc12.

Each line ends with the Löwdin charge.
Element x y z (Å)
C (-0.936, 5.131, -0.368)  -0.05
N (-0.973, 4.006, 0.565)  0.04
C (-0.172, 2.937, 0.501)  -0.45
O (0.665, 2.822, -0.396)  0.02
C (-0.260, 1.833, 1.588)  -0.22
C (-1.040, 0.603, 1.108)  -0.02
N (-0.753, 2.206, 2.927)  0.10
C (-1.930, 2.738, 3.260)  -0.55
C (-2.174, 2.942, 4.736)  0.01
O (-2.792, 3.058, 2.453)  0.03
H (-1.539, 5.955, 0.016)  0.08
H (-1.327, 4.819, -1.338)  0.08
H (0.094, 5.470, -0.498)  0.08
H (-1.703, 3.988, 1.269)  0.09
H (0.770, 1.502, 1.725)  0.15
H (-0.582, 0.220, 0.201)  0.06
H (-2.077, 0.871, 0.899)  0.09
H (-1.013, -0.180, 1.866)  0.09
H (-0.138, 1.986, 3.693)  0.14
H (-1.366, 3.530, 5.167)  0.08
H (-3.117, 3.470, 4.869)  0.09
H (-2.231, 1.971, 5.225)  0.09
N (0.135, 0.626, -2.532)  0.11
C (0.367, -0.694, -2.161)  -0.28
C (-0.747, -1.502, -1.986)  -0.01
C (-0.620, -2.810, -1.520)  -0.19
C (-1.779, -3.571, -1.315)  -0.04
C (-1.696, -4.879, -0.838)  -0.09
C (-0.447, -5.434, -0.564)  -0.09
C (0.715, -4.682, -0.767)  -0.02
C (0.660, -3.352, -1.247)  -0.12
C (1.813, -2.544, -1.461)  -0.10
C (3.127, -3.017, -1.238)  -0.01
C (4.242, -2.200, -1.443)  -0.08
C (4.075, -0.888, -1.876)  -0.08
C (2.792, -0.395, -2.109)  -0.01
C (1.655, -1.203, -1.911)  -0.11
H (-0.839, 0.905, -2.601)  0.10
H (0.765, 1.320, -2.120)  0.06
H (-1.732, -1.097, -2.186)  0.12
H (-2.754, -3.143, -1.526)  0.11
H (-2.599, -5.461, -0.683)  0.10
H (-0.376, -6.452, -0.193)  0.10
H (1.653, -5.169, -0.532)  0.10
H (3.321, -4.028, -0.904)  0.10
H (5.240, -2.589, -1.266)  0.10
H (4.937, -0.247, -2.035)  0.10
H (2.688, 0.628, -2.455)  0.11

Name the least stable of them. 1.

1:
Here is an isolated molecule of C13H18N2O from the OMol25 dataset. Energies are from the ωB97M-V functional and the def2-TZVPD basis.

For the HOMO-LUMO gap, the calculation gives 8.874 eV. The calculation puts the HOMO energy at -8.1766 eV. Its total charge is 0. Its structure (SMILES) is CC(C)n1c(CCCO)nc2ccccc21.

Each line ends with the Löwdin charge.
Element x y z (Å)
C (0.171, 2.097, 1.174)  -0.03
C (0.318, 1.422, -0.191)  -0.36
C (-0.144, 2.330, -1.332)  -0.03
N (-0.392, 0.160, -0.222)  0.05
C (0.154, -1.082, -0.441)  -0.29
C (1.606, -1.322, -0.654)  -0.12
C (2.385, -1.299, 0.668)  -0.17
C (3.888, -1.284, 0.413)  -0.28
O (4.220, -0.057, -0.209)  -0.07
N (-0.724, -2.042, -0.427)  0.17
C (-1.933, -1.442, -0.193)  -0.23
C (-3.198, -2.007, -0.084)  -0.02
C (-4.260, -1.161, 0.153)  -0.10
C (-4.074, 0.216, 0.279)  -0.10
C (-2.825, 0.794, 0.174)  -0.03
C (-1.745, -0.044, -0.062)  -0.15
H (-0.855, 2.403, 1.355)  0.07
H (0.808, 2.976, 1.218)  0.08
H (0.467, 1.413, 1.967)  0.08
H (1.378, 1.196, -0.344)  0.13
H (-0.026, 1.821, -2.286)  0.09
H (-1.188, 2.605, -1.218)  0.07
H (0.456, 3.236, -1.346)  0.08
H (1.710, -2.302, -1.118)  0.12
H (2.026, -0.571, -1.325)  0.11
H (2.131, -0.405, 1.239)  0.11
H (2.125, -2.174, 1.264)  0.12
H (4.167, -2.128, -0.232)  0.12
H (4.426, -1.383, 1.367)  0.12
H (5.165, -0.039, -0.388)  0.09
H (-3.328, -3.072, -0.185)  0.11
H (-5.257, -1.565, 0.244)  0.10
H (-4.931, 0.847, 0.464)  0.10
H (-2.718, 1.864, 0.276)  0.09

2:
Here is an isolated molecule of C13H18N2O from the OMol25 dataset. Energies are from the ωB97M-V functional and the def2-TZVPD basis.

For the HOMO-LUMO gap, the calculation gives 8.873 eV. The calculation puts the HOMO energy at -8.1183 eV. Its total charge is 0. Its structure (SMILES) is Cc1noc(/C=C2/CN3CCC2CC3)c1C.

Each line ends with the Löwdin charge.
Element x y z (Å)
C (0.481, 4.936, -1.924)  -0.03
C (-0.020, 3.592, -1.585)  -0.30
N (-0.285, 2.521, -2.367)  0.12
O (-0.581, 1.335, -1.545)  0.00
C (-0.668, 1.886, -0.287)  -0.23
C (-0.958, 1.212, 1.013)  0.04
C (-0.620, -0.102, 1.362)  -0.14
C (-0.877, -0.522, 2.759)  -0.10
N (-0.268, -1.901, 2.752)  -0.17
C (-0.990, -2.825, 1.896)  -0.21
C (-1.099, -2.357, 0.457)  -0.15
C (-0.069, -1.214, 0.375)  -0.19
C (1.364, -1.701, 0.957)  -0.10
C (1.153, -1.997, 2.433)  -0.20
C (-0.344, 3.203, -0.241)  -0.20
C (-0.295, 4.274, 0.827)  -0.03
H (1.194, 5.280, -1.134)  0.10
H (0.668, 5.064, -3.020)  0.10
H (-0.347, 5.621, -1.751)  0.08
H (-1.469, 1.877, 1.695)  0.11
H (-1.959, -0.483, 2.945)  0.14
H (-0.284, 0.109, 3.408)  0.12
H (-0.542, -3.820, 1.942)  0.12
H (-1.990, -2.995, 2.303)  0.11
H (-0.988, -3.257, -0.160)  0.11
H (-2.088, -1.983, 0.094)  0.12
H (0.014, -0.992, -0.658)  0.11
H (1.735, -2.569, 0.446)  0.10
H (2.076, -0.888, 0.825)  0.10
H (1.571, -3.015, 2.592)  0.12
H (1.755, -1.372, 3.112)  0.12
H (-0.683, 3.969, 1.739)  0.04
H (0.853, 4.507, 0.974)  0.13
H (-0.716, 5.192, 0.561)  0.05

Name the least stable of them. 2.

1:
Here is an isolated molecule of C11H11NS from the OMol25 dataset. Energies are from the ωB97M-V functional and the def2-TZVPD basis.

For the HOMO-LUMO gap, the calculation gives 9.106 eV. The calculation puts the HOMO energy at -8.4756 eV. Its total charge is 0. Its structure (SMILES) is C=C=C(C)Sc1ccccc1N=C.

Each line ends with the Löwdin charge.
Element x y z (Å)
C (-2.519, 2.447, 2.483)  0.00
C (-2.242, 1.511, 1.582)  -0.15
C (-1.586, 0.445, 1.247)  -0.58
C (-2.207, -0.515, 0.272)  -0.09
S (0.185, 0.425, 1.466)  0.99
C (0.856, 0.183, -0.183)  -0.47
C (1.254, 1.329, -0.869)  -0.10
C (2.080, 1.230, -1.946)  -0.10
C (2.455, -0.006, -2.443)  -0.07
C (1.864, -1.155, -1.898)  -0.02
C (1.052, -1.022, -0.801)  -0.31
N (0.479, -2.216, -0.254)  0.04
C (0.782, -2.655, 0.874)  -0.07
H (-2.918, 3.505, 2.220)  0.09
H (-2.836, 2.179, 3.461)  0.04
H (-2.319, -1.500, 0.608)  0.05
H (-1.617, -0.460, -0.651)  0.08
H (-3.239, -0.132, 0.112)  0.09
H (1.035, 2.177, -0.278)  0.09
H (2.619, 2.171, -2.251)  0.13
H (3.223, -0.006, -3.166)  0.09
H (1.935, -2.008, -2.537)  0.11
H (1.515, -2.465, 1.682)  0.09
H (0.148, -3.462, 1.269)  0.07

2:
Here is an isolated molecule of C11H11NS from the OMol25 dataset. Energies are from the ωB97M-V functional and the def2-TZVPD basis.

For the HOMO-LUMO gap (alpha / beta), the calculation gives 7.732 / 7.256 eV. The calculation puts the HOMO energy (alpha / beta) at -7.8263 / -7.1578 eV. Its total charge is 0.

Each line ends with the Löwdin charge.
Element x y z (Å)
C (-0.772, 0.667, -2.670)  -0.07
C (-1.266, 1.586, -1.818)  -0.13
C (0.286, -0.312, -2.281)  -0.08
C (-0.795, 1.932, -0.563)  -0.04
C (1.402, 1.556, 2.135)  -0.48
C (0.355, -0.621, -0.996)  0.07
C (-0.104, 1.228, 0.393)  -0.24
C (-0.205, -0.303, 0.282)  -0.45
C (0.921, -0.968, 1.159)  -0.48
C (-1.637, -0.768, 0.656)  0.02
C (1.407, -2.384, 1.144)  -0.17
N (0.473, 1.965, 1.394)  0.03
S (2.144, 0.042, 1.841)  1.01
H (-0.905, 0.714, -3.735)  0.09
H (-1.913, 2.224, -2.352)  0.09
H (0.906, -0.791, -3.103)  0.12
H (-0.700, 3.102, -0.463)  0.16
H (1.832, 2.179, 2.962)  0.09
H (-1.908, -0.516, 1.622)  0.07
H (-1.846, -1.855, 0.667)  0.10
H (-2.235, -0.244, 0.052)  0.03
H (0.912, -3.159, 0.527)  0.08
H (1.158, -2.848, 2.211)  0.12
H (2.491, -2.426, 0.938)  0.06

Name the least stable of them. 2.